Here is a molecular structure, C30H46BrCrN3P2 at a distorted geometry from the OMol25 dataset. Energies are from the ωB97M-V functional and the def2-TZVPD basis.

The geometry in XYZ format:
```
83
C30H46BrCrN3P2 (the ωB97M-V functional and the def2-TZVPD basis)
C -0.90415 4.28914 -3.17263
C -1.06014 3.11592 -3.94165
C -1.15346 3.22458 -5.34504
C -1.05549 4.51264 -5.89421
N -0.88758 5.61325 -5.15674
C -0.80092 5.51386 -3.83134
C -1.19134 1.91799 -3.20041
C -1.33515 1.63565 -1.87459
C -1.91424 1.75897 -0.58881
C -1.27867 1.11311 0.50890
C -2.02285 0.66639 1.58041
C -3.42077 0.86793 1.61741
C -4.00290 1.74145 0.67630
C -3.25266 2.20812 -0.39665
Cr -1.33804 0.07377 -2.86352
P 2.27872 -1.21895 0.82723
H -1.30781 2.36061 -5.99091
H -0.86674 4.25714 -2.08364
H -1.12213 4.65041 -6.97492
H -0.65821 6.42683 -3.25068
H -3.72570 2.82901 -1.15875
H -0.21093 0.88833 0.47200
H -5.05871 1.99118 0.76145
H -1.50280 0.16157 2.39110
C 2.27919 -2.79981 1.80606
C 3.06977 -3.99686 1.28509
H 1.21079 -3.06338 1.88064
H 2.61129 -2.53363 2.82298
H 3.00570 -4.80697 2.02315
H 2.66305 -4.38821 0.34389
H 4.13449 -3.77410 1.14220
C 2.99946 -1.73304 -0.80255
C 3.21240 -0.54242 -1.73421
H 2.29783 -2.44133 -1.26624
H 3.94031 -2.27171 -0.62971
H 3.54240 -0.90503 -2.71532
H 2.28621 0.02906 -1.88613
H 3.98096 0.14134 -1.35284
C 3.73974 -0.35193 1.55609
C 5.07288 -1.09212 1.56224
H 3.44729 -0.09009 2.58390
H 3.82487 0.59402 1.00097
H 5.82723 -0.44526 2.02611
H 5.03694 -2.01777 2.14806
H 5.43317 -1.32893 0.55413
Br -4.39129 0.05621 2.87321
P -1.80641 -1.79869 -1.89098
C -0.07405 -2.50439 -1.73678
C 0.00850 -4.00082 -1.55283
H 0.34987 -2.02494 -0.83586
H 0.50883 -2.13314 -2.59174
H 1.05654 -4.29787 -1.40736
H -0.55169 -4.30187 -0.66016
H -0.38639 -4.52609 -2.42986
C -2.55830 -2.43656 -0.30321
C -3.95811 -3.04184 -0.36991
H -2.54692 -1.56234 0.36460
H -1.85734 -3.18423 0.09694
H -4.37531 -3.04003 0.65157
H -4.62982 -2.48767 -1.04002
H -3.91775 -4.08356 -0.72312
C -3.18033 -0.80106 -2.57725
C -3.46676 -0.47289 -4.00770
H -1.17491 -0.57081 -1.29003
H -3.86014 -0.38836 -1.82143
H -2.49667 -0.27349 -4.53997
H -4.04778 -1.24378 -4.52227
H -4.06731 0.43783 -4.10796
C 2.72681 0.65576 6.08627
C 1.72455 1.12371 5.11393
C 1.13582 2.37505 4.93958
C 0.22683 2.23114 3.86081
N 0.27011 0.97508 3.38790
N 1.17782 0.33165 4.16276
C -0.66131 3.28173 3.31786
H 3.71042 1.10195 5.88063
H 2.43577 0.96400 7.09948
H 2.82860 -0.43650 6.07513
H 1.32162 3.26852 5.50832
H 1.37988 -0.65132 3.99326
H -0.51091 4.21308 3.87720
H -0.44689 3.47362 2.25661
H -1.71891 2.99227 3.40354
```

The energy relative to the best compared isomer or geometry (same formula, charge and spin) comes out at 7.596 eV. The calculation puts the gap between HOMO and LUMO (alpha / beta) at 5.7401 / 2.7422 eV. As for the spin multiplicity: 5. Its net charge is +2. As for the LUMO energy (alpha / beta): -6.93 / -9.89 eV.

Here is 9 unconnected molecules or ions with the total composition C35H65BBr4N3O23 at a distorted geometry from the OMol25 dataset. Energies are from the ωB97M-V functional and the def2-TZVPD basis.

The geometry in XYZ format:
```
131
C35H65BBr4N3O23 (the ωB97M-V functional and the def2-TZVPD basis)
O 0.79549 -3.05393 2.96451
C 0.04034 -2.38647 2.21088
O 0.33882 -1.24492 1.75428
B -0.81826 -0.63841 1.00783
O -1.88863 -1.65662 1.13066
C -1.45017 -2.73275 1.72467
O -1.94360 -3.76783 2.14614
O -0.46646 -0.38679 -0.38214
C -0.76481 0.84158 -0.68749
O -0.61213 1.31791 -1.81387
C -1.05084 1.53744 0.65350
O -1.11215 0.66971 1.62589
O -1.20774 2.73771 0.76072
C 1.14781 -0.80675 -9.31946
O 0.24002 0.04174 -9.99017
C -0.61605 0.67007 -9.09031
C -1.23724 0.05081 -7.81399
N -2.36164 -0.89498 -8.22517
C -2.97426 -1.52197 -7.00558
C -1.97655 -2.41129 -6.23448
O -1.33472 -3.33665 -7.01222
C -2.17315 -4.17652 -7.80338
H 1.82977 -0.21365 -8.71014
H 1.85176 -1.29876 -9.99064
H 0.48704 -1.55456 -8.88098
H -1.36147 0.96329 -9.82955
H -0.15529 1.61122 -8.79026
H -1.69605 0.79261 -7.16028
H -0.31397 -0.31883 -7.36786
H -1.93706 -1.64516 -8.75153
H -3.90743 -2.04923 -7.20381
H -3.34009 -0.77225 -6.30403
H -2.51243 -3.05691 -5.53871
H -1.30965 -1.74516 -5.68711
H -2.55179 -3.73975 -8.72748
H -2.98589 -4.61915 -7.22750
H -1.61715 -4.97722 -8.29108
C 4.76998 0.46623 2.75942
O 5.75734 0.13481 3.70524
C 5.42012 -0.92839 4.60059
C 4.43935 -0.47583 5.63328
N 3.56268 -1.48192 6.14244
C 2.39814 -0.82632 6.61671
C 1.51658 -1.99433 7.36425
O 0.11015 -1.72275 7.34233
C -0.67204 -2.86969 7.11581
H 4.51210 -0.39935 2.14920
H 5.24853 1.13674 2.04563
H 3.86723 0.93273 3.15379
H 6.33764 -1.17154 5.13644
H 5.12877 -1.89238 4.18353
H 3.88288 0.43999 5.43400
H 5.06458 -0.14654 6.46319
H 3.18473 -2.17760 5.51532
H 1.87388 -0.25397 5.85142
H 2.69110 -0.18127 7.44507
H 1.82013 -2.07889 8.40771
H 1.65635 -3.00119 6.97082
H -0.50282 -3.62287 7.88535
H -0.48745 -3.30583 6.13408
H -1.74292 -2.67525 7.05648
C 2.43848 6.84740 -0.64892
O 3.55296 7.55448 -1.15133
C 4.71368 7.61265 -0.28713
C 6.09730 8.04415 -0.97472
N 6.37839 7.27983 -2.17892
C 6.45277 5.77931 -2.04055
C 5.21329 4.92328 -2.27059
O 5.60633 3.67102 -2.70422
C 4.51638 2.83572 -2.97700
H 1.86368 6.47956 -1.49884
H 1.85580 7.58513 -0.09726
H 2.69426 5.99463 -0.02005
H 4.93675 6.70068 0.26663
H 4.39515 8.41264 0.38120
H 6.87609 7.84549 -0.23844
H 6.17039 9.11412 -1.16942
H 5.64009 7.46596 -2.84252
H 6.81462 5.58503 -1.03089
H 7.23715 5.47637 -2.73413
H 4.45921 5.35782 -2.92682
H 4.75293 4.89075 -1.28312
H 3.92843 2.62760 -2.08307
H 4.83708 1.99609 -3.59365
H 3.79438 3.30994 -3.64179
Br -0.79635 5.88884 8.51613
C -2.20496 5.25263 7.25351
C -1.53114 5.22581 5.83738
Br -1.49763 7.19851 5.38829
H -3.11973 5.84207 7.19139
H -2.50264 4.29357 7.67742
H -2.07657 4.72000 5.04066
H -0.46218 5.02962 5.92063
Br -7.51435 -2.74295 3.07593
C -7.64297 -3.98639 1.43971
C -8.05362 -3.23995 0.21963
Br -6.87402 -1.74430 -0.31886
H -8.46702 -4.61967 1.76837
H -6.68665 -4.49573 1.32094
H -9.01463 -2.77623 0.44220
H -8.16710 -3.81737 -0.69786
C -3.14191 -8.65619 6.63961
C -4.63882 -8.79703 6.48833
O -4.88316 -10.10600 6.73971
C -3.75100 -10.85323 6.64347
O -3.73524 -12.08304 6.79850
O -2.67084 -9.98652 6.50197
H -3.01721 -8.23799 7.63844
H -2.67136 -7.98392 5.92215
H -4.68853 -8.53220 5.43216
H -5.14930 -8.11792 7.17120
C -5.78178 4.90071 -1.00376
C -6.97796 4.43459 -0.15941
O -8.11536 5.08485 -0.77234
C -7.68062 5.79983 -1.79017
O -8.30469 6.32057 -2.73204
O -6.39610 5.77246 -1.87768
H -5.27435 4.04279 -1.44488
H -5.12961 5.53379 -0.40211
H -6.96493 4.86258 0.84297
H -7.04412 3.35024 -0.24838
C 3.52595 -3.84625 -2.90974
C 3.98115 -5.29856 -3.12863
O 4.44294 -5.30443 -4.38768
C 4.20771 -4.17445 -5.00955
O 4.51605 -3.81854 -6.18660
O 3.59152 -3.30335 -4.23965
H 4.03060 -3.33843 -2.08782
H 2.49147 -3.70573 -2.59635
H 3.04580 -5.85305 -3.05274
H 4.67838 -5.65599 -2.37086
```

The energy relative to the best compared isomer or geometry (same formula, charge and spin) comes out at 4.836 eV. The calculation puts the gap between HOMO and LUMO at 8.7950 eV. As for the spin multiplicity: 1. Its net charge is -1. As for the LUMO energy: 1.51 eV.